(1)
{
  "formula": "C5H10O",
  "method": "the ωB97M-V functional and the def2-TZVPD basis",
  "spin_multiplicity": 1,
  "total_energy_ha": -271.7090,
  "e_above_lowest_kj_mol": 114.5,
  "total_charge": 0,
  "smiles": "CC[C@H]1O[C@H]1C",
  "orbital_gap_ev": 11.12,
  "species": ["C", "C", "C", "O", "C", "C", "H", "H", "H", "H", "H", "H", "H", "H", "H", "H"],
  "coordinates": [[2.037, 0.598, -0.773], [0.771, 0.936, 0.016], [0.241, -0.222, 0.835], [-0.817, 0.118, 1.724], [-1.075, -0.874, 0.740], [-2.092, -0.641, -0.347], [2.780, 0.137, -0.108], [2.486, 1.504, -1.193], [1.855, -0.102, -1.597], [1.014, 1.718, 0.748], [-0.013, 1.352, -0.626], [1.030, -0.830, 1.288], [-1.151, -1.871, 1.186], [-1.915, 0.275, -0.919], [-3.110, -0.602, 0.056], [-2.042, -1.496, -1.030]],
  "mulliken_charge": [-1.1881, -0.3330, 0.0351, -0.4730, 0.0408, -1.1997, 0.3060, 0.3437, 0.3045, 0.2323, 0.2800, 0.3619, 0.3736, 0.3256, 0.3051, 0.2851]
}

(2)
{
  "formula": "C5H10O",
  "method": "the ωB97M-V functional and the def2-TZVPD basis",
  "spin_multiplicity": 1,
  "total_energy_ha": -271.7020,
  "e_above_lowest_kj_mol": 132.9,
  "total_charge": 0,
  "smiles": "CC[C@@]1(C)CO1",
  "orbital_gap_ev": 11.12,
  "species": ["C", "C", "C", "C", "C", "O", "H", "H", "H", "H", "H", "H", "H", "H", "H", "H"],
  "coordinates": [[1.680, 0.367, 0.476], [0.852, 0.285, -0.808], [-0.576, -0.036, -0.394], [-0.883, -1.457, 0.037], [-1.301, 1.048, 0.253], [-1.608, 0.571, -1.120], [1.157, -0.275, 1.180], [1.726, 1.323, 1.003], [2.711, 0.021, 0.449], [1.213, -0.513, -1.468], [0.879, 1.234, -1.350], [-0.680, -2.145, -0.788], [-0.271, -1.765, 0.890], [-1.933, -1.571, 0.328], [-0.930, 2.075, 0.256], [-2.045, 0.840, 1.026]],
  "mulliken_charge": [-1.0284, -0.5424, 1.1145, -1.3302, -0.7384, -0.5554, 0.2659, 0.2950, 0.3180, 0.2927, 0.3281, 0.3213, 0.3095, 0.3920, 0.2959, 0.2620]
}